[1]
Molecular formula: C31H35Cl3GeN6O2PSSe3SiTeW
Method: DFT, the ωB97M-V functional and the def2-TZVPD basis

Each line ends with the Löwdin charge.
Atoms and positions in Å:
H: 0.735 2.610 -1.516  0.082
O: -5.325 -0.182 -0.291  -0.239
N: 1.534 -3.359 0.771  0.056
H: 0.177 0.874 -5.339  0.038
W: -1.230 -0.492 0.103  0.867
H: 5.194 -0.653 4.734  0.104
H: 2.207 -6.634 1.026  0.103
Se: -1.607 -0.990 4.303  -0.033
H: 3.024 -1.437 -1.240  0.087
H: 1.144 -0.564 3.390  -0.059
H: 4.350 -0.658 0.550  0.105
N: 2.251 -1.735 -0.666  -0.107
Se: -0.808 -1.801 2.248  0.063
C: 2.612 1.014 -1.704  -0.117
H: -4.956 4.609 2.328  0.113
H: 1.722 -2.723 -3.500  0.028
Te: -0.770 1.418 4.305  0.383
C: 4.475 -0.642 3.925  -0.079
C: 2.353 2.048 0.443  -0.123
H: 0.898 -4.794 2.090  0.113
Cl: -3.382 -2.733 -1.811  0.143
Se: -0.900 1.577 1.762  0.037
N: -2.931 0.598 -0.763  -0.201
C: 3.321 3.290 -1.379  -0.082
H: -4.827 4.818 4.736  0.091
N: -1.053 1.641 -1.200  0.011
C: 2.902 3.218 -0.054  -0.068
C: -0.947 3.953 -1.665  -0.017
H: -2.876 4.910 -1.758  0.118
H: 3.577 -3.761 -1.868  0.108
C: 3.176 2.185 -2.201  -0.085
C: -2.382 1.807 -1.095  -0.520
C: -4.438 0.823 2.857  -0.099
H: 1.779 -1.912 -5.066  0.037
H: -1.301 -2.786 -4.206  0.027
C: -0.336 2.733 -1.448  -0.121
C: 2.196 0.929 -0.381  -0.349
C: -4.823 3.021 3.769  -0.316
H: 3.559 -6.094 -1.011  0.109
C: -1.184 -1.762 -4.571  -0.187
C: 0.154 0.914 -4.246  -0.166
H: -0.245 -2.159 -1.801  -0.078
C: 2.992 -5.323 -0.504  -0.070
C: 4.910 -0.669 2.604  -0.075
C: 2.242 -5.631 0.627  -0.078
C: -4.590 2.731 1.382  -0.065
H: -4.267 -0.233 3.007  0.089
C: 2.618 -0.622 1.839  -0.334
H: -2.160 -1.278 -4.484  0.035
C: 2.262 -3.074 -0.296  -0.406
H: 2.765 -0.569 5.219  0.109
H: 2.480 0.174 -2.369  0.051
H: 5.969 -0.696 2.378  0.104
C: 1.732 -1.743 -3.986  -0.175
O: -3.290 -0.860 0.954  -0.607
S: -4.091 0.208 0.298  0.630
C: -4.803 3.547 2.476  -0.019
H: -4.756 3.479 5.753  0.092
H: 2.654 -1.232 -3.703  0.011
H: -4.692 1.216 4.937  0.118
Ge: -1.903 -3.112 -0.202  -0.292
P: 1.505 -0.597 0.373  0.932
H: -0.915 -1.801 -5.630  0.035
N: -3.071 2.917 -1.306  0.150
H: 3.762 4.201 -1.763  0.106
N: -5.040 3.843 4.859  0.111
H: -4.592 3.148 0.388  0.095
C: 3.009 -4.031 -0.987  -0.022
H: -0.369 4.837 -1.890  0.109
H: -0.755 1.449 -3.961  0.026
C: 1.521 -4.614 1.220  -0.160
Cl: -3.140 -4.184 1.205  0.122
H: 2.055 1.995 1.483  0.078
C: 3.990 -0.655 1.572  -0.089
C: 2.195 -0.592 3.158  -0.142
Si: 0.123 -0.846 -3.598  0.415
H: 1.014 1.495 -3.911  0.008
C: -4.390 1.373 1.577  -0.319
C: 3.120 -0.597 4.196  -0.065
C: -4.667 1.642 3.941  -0.043
H: 3.499 2.226 -3.234  0.111
H: 3.016 4.074 0.600  0.110
C: -2.332 3.986 -1.590  -0.089
C: -0.393 -1.071 -1.794  -0.508
H: -1.441 -0.962 -2.159  -0.048
Cl: -0.794 -4.669 -1.238  0.181

As for the total charge: 0. For the orbital gap (alpha / beta), the calculation gives 0.2220 / 0.2285 Eh. For the HOMO energy (alpha / beta), the calculation gives -6.9 / -7.1 eV. Its spin multiplicity is 2.



[2]
Molecular formula: C31H35ClIrN2Si2
Method: DFT, the ωB97M-V functional and the def2-TZVPD basis

Each line ends with the Löwdin charge.
Atoms and positions in Å:
H: -1.298 -0.258 -3.553  0.100
C: -0.702 -1.846 3.259  -0.063
H: -1.141 -2.090 -5.238  0.113
H: -1.321 0.221 -1.400  0.035
Si: 1.648 -2.456 1.313  0.814
C: -1.044 -0.700 2.335  -0.319
H: -2.148 -6.220 -0.616  0.106
H: -0.262 5.180 -0.727  0.127
C: 0.486 1.883 -2.517  -0.271
C: 0.819 3.932 -4.438  -0.091
H: 2.872 3.249 -4.577  0.108
H: -0.845 -2.119 -0.230  0.044
C: 0.717 -2.862 -4.407  -0.082
H: 2.675 -3.228 -3.521  0.106
H: -0.099 2.814 2.342  0.098
C: -0.382 -1.990 -4.443  -0.078
H: -2.652 0.999 0.680  0.102
C: 0.456 -0.890 -2.454  -0.346
H: 0.942 2.916 4.531  0.132
H: 2.727 -3.135 1.926  -0.114
H: 1.528 2.527 2.214  0.084
H: 2.449 -1.369 -1.841  0.070
H: -1.993 0.375 5.416  0.131
C: -0.634 -3.182 -0.149  -0.142
C: 0.681 1.969 4.043  -0.195
N: 1.801 -0.087 3.263  -0.050
C: -0.058 -5.923 -0.064  -0.071
N: 0.641 2.127 2.534  -0.054
C: -0.062 3.136 -0.104  -0.172
C: 1.714 2.088 -3.143  -0.104
C: 1.638 -1.609 -2.524  -0.132
C: -1.655 -0.170 4.531  -0.031
C: -1.627 -4.114 -0.502  -0.063
H: 1.441 0.437 5.310  0.123
H: -0.310 1.690 4.415  0.081
C: -2.159 4.286 -0.128  -0.065
C: -0.601 2.604 -3.025  -0.131
H: 2.545 1.416 -2.962  0.091
Si: 0.151 0.450 -1.121  0.368
C: -1.712 0.268 3.215  -0.064
H: -0.417 -2.840 2.899  0.089
C: -2.822 3.144 0.331  -0.069
Cl: 2.513 0.891 0.125  0.164
C: 1.899 3.119 -4.087  -0.073
C: -0.745 1.930 0.269  -0.481
C: 0.942 -5.000 0.268  -0.103
H: 1.024 3.078 -0.229  0.077
H: 1.654 -1.009 3.681  0.038
C: 1.690 0.924 4.366  -0.207
H: -1.516 -0.966 1.373  0.091
C: -0.780 4.287 -0.361  -0.067
H: 0.772 -3.701 -5.112  0.105
H: -2.714 5.210 -0.254  0.110
H: -1.618 2.361 -2.717  0.106
H: -2.189 1.169 2.831  0.112
C: -1.023 -1.474 4.559  -0.032
C: -1.363 -5.492 -0.412  -0.066
H: 0.946 4.761 -5.132  0.101
C: -0.460 3.655 -3.938  -0.078
H: 2.657 1.417 4.494  0.125
C: 1.754 -2.629 -3.486  -0.076
H: -3.850 3.197 0.714  0.117
H: 1.919 -5.368 0.543  0.095
Ir: 0.366 0.427 1.063  0.895
C: -0.487 -0.990 -3.486  -0.111
C: -2.150 1.930 0.417  -0.135
H: 2.771 -0.169 2.964  0.062
C: 0.624 -3.612 0.337  -0.443
H: -2.601 -3.747 -0.838  0.110
H: 0.174 -6.994 -0.027  0.111
H: -1.343 4.220 -4.279  0.112
H: -0.852 -2.049 5.480  0.126

As for the total charge: +1. For the orbital gap (alpha / beta), the calculation gives 0.1846 / 0.1398 Eh. For the HOMO energy (alpha / beta), the calculation gives -9.1 / -10.2 eV. Its spin multiplicity is 5.



[3]
Molecular formula: C31H35N5O8PPdS3
Method: DFT, the ωB97M-V functional and the def2-TZVPD basis

Each line ends with the Löwdin charge.
Atoms and positions in Å:
C: 2.121 0.734 -5.904  -0.067
C: 2.464 1.050 1.324  -0.610
H: 0.909 1.846 4.717  0.081
N: -0.165 -1.266 2.001  0.151
C: 0.383 -0.515 7.082  -0.242
H: -1.768 1.523 4.147  0.086
C: 4.724 3.131 3.523  -0.092
H: 0.730 -3.261 0.884  0.056
C: -0.727 -0.207 2.676  -0.513
C: 4.603 0.915 -1.811  -0.052
C: -2.272 0.611 4.439  0.005
H: 1.687 2.122 6.274  0.084
H: 2.379 1.484 -5.152  0.079
O: -0.414 0.950 2.445  0.032
C: -4.445 -1.742 -0.097  -0.002
C: 1.567 -0.740 4.983  -0.206
C: -5.581 -2.488 -0.399  -0.064
C: -3.762 -1.154 -1.142  -0.132
C: -1.559 -2.801 3.216  -0.013
C: 0.973 0.085 5.957  -0.168
H: 3.791 -0.272 -3.416  0.107
H: -3.334 0.701 4.216  0.097
S: 0.024 1.578 -2.036  0.722
N: 0.110 -3.502 1.635  0.174
C: 1.015 -0.160 -5.391  -0.218
H: 1.802 1.248 -6.813  0.086
H: -0.230 -4.442 1.695  0.105
H: -2.854 -1.891 4.639  0.138
H: -6.148 -2.951 0.400  0.104
H: -0.063 1.952 6.189  0.071
H: -1.884 -3.817 3.396  0.111
H: 3.714 0.823 5.801  0.120
O: 2.421 -0.192 1.059  -0.075
H: 1.855 -2.749 4.291  0.114
H: 4.649 1.820 -2.420  0.084
C: -0.171 0.340 8.197  -0.051
C: 3.228 1.522 2.521  -0.074
H: 0.516 1.145 8.463  0.082
O: 2.287 0.569 -2.254  -0.462
N: -2.297 0.334 -2.247  -0.144
H: 3.582 -0.982 -1.805  0.107
O: 1.394 -0.730 -4.081  -0.292
P: 0.928 -0.163 -2.690  0.062
C: 3.590 -0.050 -2.370  -0.265
H: -5.638 -2.165 -3.793  0.123
H: -4.104 -1.591 0.921  0.114
H: 5.587 0.444 -1.784  0.085
O: -3.856 0.610 -4.241  -0.296
C: 0.783 -2.705 6.153  -0.094
H: -0.352 -0.265 9.085  0.075
C: -6.005 -2.639 -1.718  -0.069
C: 4.593 2.475 4.740  -0.083
C: 3.778 1.360 4.859  -0.039
C: -4.184 -1.316 -2.449  -0.208
C: 0.289 -1.901 7.173  -0.066
H: -0.177 -2.347 8.044  0.103
N: -1.679 -0.491 3.671  -0.014
H: -2.125 0.433 5.504  0.084
H: 4.119 3.139 1.459  0.117
S: -3.109 -0.348 -3.476  0.618
O: -1.960 -0.034 -0.004  -0.059
H: -6.894 -3.220 -1.930  0.106
O: -2.188 -1.198 -4.209  -0.330
H: 5.137 2.834 5.606  0.103
Pd: 0.435 0.244 -0.083  0.637
H: 2.114 -0.742 2.991  0.102
C: -2.570 -0.243 -1.059  -0.541
H: 0.688 -3.784 6.216  0.102
N: 2.235 -0.240 3.859  0.112
C: 1.427 -2.130 5.075  -0.037
O: 1.838 1.896 0.620  -0.063
C: -0.542 -2.494 2.265  -0.386
C: 4.036 2.646 2.421  -0.026
C: -2.085 -1.763 3.888  -0.054
C: 0.877 1.583 5.775  -0.036
S: 0.675 -1.709 -1.428  0.470
H: -1.122 0.806 7.916  0.075
H: 0.071 0.373 -5.299  0.109
H: 3.013 0.147 -6.129  0.082
H: 0.853 -1.014 -6.038  0.123
H: 5.359 4.004 3.432  0.098
H: 4.319 1.204 -0.800  0.067
C: 3.064 0.879 3.761  -0.191
C: -5.306 -2.054 -2.767  -0.031

As for the total charge: 0. For the orbital gap (alpha / beta), the calculation gives 0.2025 / 0.1809 Eh. For the HOMO energy (alpha / beta), the calculation gives -7.3 / -7.3 eV. Its spin multiplicity is 2.



In kJ/mol, the energy above the lowest of the compared OMol25 structures with the same formula, charge and spin values for the records above are, in order, 0.00; 438.59; 318.71.
In Ha, the DFT total energy values for the records above are, in order, -13707.4471; -2454.7639; -3741.8534.